1) Formula: C7H14N2
Source: OMol25
Level of theory: ωB97M-V with the def2-TZVPD basis set

Calculated values
**HOMO energy**: -0.29438 Eh
**Lowest unoccupied orbital energy**: 0.35 eV
**Structure (SMILES)**: C=C=C[C@H](N)CCCN
**Frontier orbital gap**: 8.361 eV

```
! RIJCOSX wB97M-V def2-TZVPD def2/J DEFGRID3
* xyz 0 1
C 0.973 2.740 0.090
C 0.241 2.030 0.872
C -0.524 1.290 1.735
C -0.704 -0.217 1.496
N -0.171 -0.789 2.737
C 0.237 -0.975 0.509
C 0.085 -0.474 -0.939
C -0.031 -1.560 -2.008
N -0.143 -0.820 -3.260
H 1.837 2.265 -0.437
H 0.714 3.803 -0.040
H -1.043 1.711 2.585
H -1.810 -0.461 1.423
H -0.592 -0.377 3.595
H 0.812 -0.564 2.809
H 1.186 -0.740 0.922
H 0.035 -2.080 0.497
H -0.855 0.147 -1.024
H 1.026 0.094 -1.164
H -0.998 -2.076 -1.789
H 0.749 -2.319 -2.010
H 0.145 0.162 -3.134
H -1.168 -0.788 -3.465
*
```

2) Formula: C7H14N2
Source: OMol25
Level of theory: ωB97M-V with the def2-TZVPD basis set

Calculated values
**HOMO energy**: -0.29280 Eh
**Lowest unoccupied orbital energy**: 0.88 eV
**Frontier orbital gap**: 8.850 eV

```
! RIJCOSX wB97M-V def2-TZVPD def2/J DEFGRID3
* xyz 0 1
C -0.106 -0.824 -0.595
C -0.771 -0.123 1.670
C 1.210 -1.481 -0.260
C 1.469 1.945 0.649
N -0.705 0.096 0.230
C 0.299 1.562 -0.198
C -1.510 -2.149 -0.498
C -0.148 2.270 -1.229
N -2.450 -2.243 -1.340
H -0.180 -0.575 -1.655
H -2.458 -1.469 -2.014
H -1.432 -2.889 0.316
H 0.152 -0.516 2.105
H -1.598 -0.800 1.895
H -1.010 0.829 2.153
H 1.272 -2.448 -0.769
H 1.346 -1.668 0.806
H 2.039 -0.869 -0.626
H 2.302 1.249 0.506
H 1.835 2.955 0.419
H 1.212 1.939 1.712
H -0.996 1.940 -1.822
H 0.229 3.268 -1.455
*
```

Quick one: least stable of them? 2)

1) Formula: C3H12N2O
Source: OMol25
Level of theory: ωB97M-V with the def2-TZVPD basis set

Calculated values
**HOMO energy**: -0.34541 Eh
**Lowest unoccupied orbital energy**: 0.56 eV
**Structure (SMILES)**: C[C@@H](N)CN.O
**Frontier orbital gap**: 9.964 eV

```
! RIJCOSX wB97M-V def2-TZVPD def2/J DEFGRID3
* xyz 0 1
C 0.780 1.020 -1.127
C 0.357 0.313 0.134
N -0.200 -1.041 -0.277
C 1.472 0.172 1.145
N 0.942 -0.354 2.476
H 1.405 1.844 -0.707
H -0.042 1.250 -1.885
H 1.487 0.468 -1.757
H -0.553 0.935 0.400
H 0.229 -1.169 -1.168
H -1.229 -0.996 -0.335
H 2.296 -0.481 0.725
H 1.800 1.254 1.183
H 0.899 0.340 3.237
H -0.024 -0.580 2.182
O -3.630 -1.000 -1.467
H -2.958 -1.272 -2.075
H -3.030 -0.703 -0.684
*
```

2) Formula: C3H12N2O
Source: OMol25
Level of theory: ωB97M-V with the def2-TZVPD basis set

Calculated values
**HOMO energy**: -0.32906 Eh
**Lowest unoccupied orbital energy**: 0.94 eV
**Structure (SMILES)**: CCO.NCN
**Frontier orbital gap**: 9.893 eV

```
! RIJCOSX wB97M-V def2-TZVPD def2/J DEFGRID3
* xyz 0 1
C 4.825 0.338 0.883
C 4.087 -0.973 0.858
O 3.163 -0.984 -0.222
H 5.548 0.378 0.067
H 5.371 0.452 1.817
H 4.178 1.210 0.823
H 4.799 -1.799 0.781
H 3.566 -1.147 1.805
H 3.004 -1.891 -0.502
N -2.832 0.199 -0.410
C -4.185 0.510 0.015
N -5.171 0.912 -0.985
H -2.336 0.974 -0.838
H -2.812 -0.589 -1.043
H -4.122 1.334 0.729
H -4.581 -0.364 0.532
H -5.228 0.247 -1.748
H -4.901 1.786 -1.438
*
```

3) Formula: C3H12N2O
Source: OMol25
Level of theory: ωB97M-V with the def2-TZVPD basis set

Calculated values
**HOMO energy**: -0.33714 Eh
**Lowest unoccupied orbital energy**: 0.78 eV
**Structure (SMILES)**: C[C@H](N)CN.O
**Frontier orbital gap**: 9.950 eV

```
! RIJCOSX wB97M-V def2-TZVPD def2/J DEFGRID3
* xyz 0 1
C 0.128 -1.289 -1.048
C 0.225 -0.773 0.397
N 1.663 -0.676 0.756
C -0.472 -1.654 1.391
N -0.583 -1.047 2.741
H 0.962 -1.973 -1.255
H -0.602 -2.061 -1.326
H 0.103 -0.450 -1.734
H -0.147 0.254 0.335
H 2.000 0.277 0.822
H 1.828 -1.053 1.667
H -0.112 -2.681 1.394
H -1.501 -1.831 1.038
H -0.443 -0.064 2.622
H -1.545 -1.092 3.054
O -0.149 5.332 -3.780
H -0.503 6.108 -3.328
H -0.852 4.671 -3.746
*
```

Quick one: least stable of them? 1)

1) Formula: C3H12N2O
Source: OMol25
Level of theory: ωB97M-V with the def2-TZVPD basis set

Calculated values
**HOMO energy**: -0.32960 Eh
**Lowest unoccupied orbital energy**: 0.88 eV
**Frontier orbital gap**: 9.849 eV

```
! RIJCOSX wB97M-V def2-TZVPD def2/J DEFGRID3
* xyz 0 1
C -1.049 0.134 -0.007
C -1.379 0.346 -1.477
N 0.198 -0.614 0.142
O -0.604 -2.664 -0.184
H -0.965 -3.355 0.381
H 0.743 -0.701 -0.709
H -0.959 1.085 0.520
H -1.843 -0.439 0.479
H -0.618 0.959 -1.963
H -2.331 0.866 -1.585
H -1.423 -0.627 -1.967
C 1.620 1.514 0.932
N 1.312 0.118 1.173
H 2.169 -0.411 1.003
H 0.044 -1.902 0.612
H 0.765 2.130 1.222
H 1.856 1.731 -0.124
H 2.463 1.832 1.553
*
```

2) Formula: C3H12N2O
Source: OMol25
Level of theory: ωB97M-V with the def2-TZVPD basis set

Calculated values
**HOMO energy**: -0.32866 Eh
**Lowest unoccupied orbital energy**: 1.02 eV
**Structure (SMILES)**: CCO.NCN
**Frontier orbital gap**: 9.967 eV

```
! RIJCOSX wB97M-V def2-TZVPD def2/J DEFGRID3
* xyz 0 1
C 3.865 2.660 3.101
C 2.768 2.515 1.982
O 2.200 1.184 1.980
H 3.402 2.111 4.024
H 4.133 3.649 3.448
H 4.705 2.183 2.553
H 1.789 3.042 2.145
H 3.070 2.916 0.938
H 2.805 0.569 1.615
N -2.722 -1.901 -1.330
C -2.675 -2.583 -2.623
N -3.890 -2.550 -3.469
H -2.834 -0.760 -1.428
H -3.440 -2.332 -0.718
H -2.356 -3.643 -2.441
H -1.986 -1.957 -3.324
H -4.429 -1.700 -3.145
H -4.406 -3.404 -3.308
*
```

3) Formula: C3H12N2O
Source: OMol25
Level of theory: ωB97M-V with the def2-TZVPD basis set

Calculated values
**HOMO energy**: -0.31503 Eh
**Lowest unoccupied orbital energy**: 1.06 eV
**Structure (SMILES)**: CCNCN.O
**Frontier orbital gap**: 9.635 eV

```
! RIJCOSX wB97M-V def2-TZVPD def2/J DEFGRID3
* xyz 0 1
C -1.433 -0.169 2.302
C -0.274 -0.615 1.434
N -0.448 -0.145 0.072
C 0.269 -0.871 -0.941
N 0.421 -0.056 -2.145
H -2.333 -0.777 2.071
H -1.652 0.875 2.112
H -1.281 -0.364 3.372
H 0.672 -0.269 1.872
H -0.190 -1.719 1.510
H -1.424 0.041 -0.099
H -0.248 -1.810 -1.164
H 1.270 -1.093 -0.570
H -0.418 0.496 -2.263
H 0.608 -0.665 -2.926
O 1.979 2.438 -1.197
H 2.506 3.077 -1.711
H 1.975 1.625 -1.729
*
```

4) Formula: C3H12N2O
Source: OMol25
Level of theory: ωB97M-V with the def2-TZVPD basis set

Calculated values
**HOMO energy**: -0.33356 Eh
**Lowest unoccupied orbital energy**: 0.85 eV
**Structure (SMILES)**: CCO.NCN
**Frontier orbital gap**: 9.924 eV

```
! RIJCOSX wB97M-V def2-TZVPD def2/J DEFGRID3
* xyz 0 1
C 2.199 0.423 -1.313
C 3.362 -0.084 -0.420
O 4.349 -0.666 -1.386
H 2.704 1.122 -2.024
H 1.464 1.054 -0.696
H 1.731 -0.465 -1.758
H 3.981 0.805 -0.009
H 3.174 -0.757 0.426
H 4.844 -1.339 -0.934
N -3.296 -0.851 1.526
C -2.606 -0.005 0.639
N -3.391 1.158 0.574
H -4.192 -1.233 1.046
H -2.722 -1.656 1.842
H -2.359 -0.263 -0.395
H -1.596 0.153 1.118
H -3.304 1.631 1.424
H -4.342 0.973 0.341
*
```

Quick one: least stable of them? 1)

1) Formula: C3H12N2O
Source: OMol25
Level of theory: ωB97M-V with the def2-TZVPD basis set

Calculated values
**HOMO energy**: -0.33025 Eh
**Lowest unoccupied orbital energy**: 0.98 eV
**Structure (SMILES)**: NCCCN.O
**Frontier orbital gap**: 9.966 eV

```
! RIJCOSX wB97M-V def2-TZVPD def2/J DEFGRID3
* xyz 0 1
N 2.232 -0.451 0.607
C 1.838 0.030 -0.703
C 0.296 0.099 -0.789
C -0.187 0.347 -2.218
N -1.616 0.538 -2.379
H 3.240 -0.562 0.621
H 1.704 -1.192 1.008
H 2.081 -0.650 -1.528
H 2.295 0.984 -0.974
H -0.080 -0.889 -0.521
H 0.020 0.946 -0.158
H 0.024 -0.585 -2.744
H 0.419 1.117 -2.703
H -2.164 -0.276 -2.558
H -2.056 0.944 -1.561
O -2.803 -0.457 5.321
H -3.129 0.429 5.310
H -2.115 -0.372 5.968
*
```

2) Formula: C3H12N2O
Source: OMol25
Level of theory: ωB97M-V with the def2-TZVPD basis set

Calculated values
**HOMO energy**: -0.32933 Eh
**Lowest unoccupied orbital energy**: 0.90 eV
**Structure (SMILES)**: CCO.NCN
**Frontier orbital gap**: 9.858 eV

```
! RIJCOSX wB97M-V def2-TZVPD def2/J DEFGRID3
* xyz 0 1
C -2.001 1.192 0.142
C -1.220 0.371 1.179
O -2.192 0.374 2.269
H -2.191 2.238 0.419
H -1.373 1.336 -0.766
H -2.972 0.791 -0.116
H -0.320 0.862 1.534
H -1.021 -0.648 0.902
H -1.718 0.163 3.080
N 1.767 -1.858 -0.890
C 1.304 -0.491 -0.895
N 2.132 0.439 -1.673
H 1.349 -2.343 -1.672
H 2.765 -1.991 -0.893
H 0.232 -0.396 -1.081
H 1.394 -0.018 0.103
H 3.014 0.482 -1.177
H 2.367 0.271 -2.643
*
```

Quick one: least stable of them? 2)

1) Formula: C3H11N2O
Source: OMol25
Level of theory: ωB97M-V with the def2-TZVPD basis set

Calculated values
**HOMO energy (alpha / beta)**: -0.08247 / -0.27938 Eh
**Lowest unoccupied orbital energy (alpha / beta)**: 0.16 / 0.10 eV
**Expectation value of S²**: 0.7530
**Frontier orbital gap (alpha / beta)**: 2.408 / 7.706 eV

```
! RIJCOSX wB97M-V def2-TZVPD def2/J DEFGRID3
* xyz 0 2
C -1.619 0.756 1.967
C -0.802 1.003 0.843
O -0.033 0.423 0.058
N -0.754 2.403 0.488
H -2.389 1.423 2.183
H -1.101 0.582 2.867
H -0.113 2.627 -0.277
H -1.089 3.082 1.165
H -1.971 -0.363 1.788
C 1.469 -1.246 -2.081
N 0.955 -1.750 -0.652
H 0.074 -1.291 -0.423
H 0.979 -2.704 -0.575
H 1.643 -1.396 -0.014
H 1.503 -0.170 -2.142
H 0.833 -1.624 -2.875
H 2.414 -1.756 -2.320
*
```

2) Formula: C3H11N2O
Source: OMol25
Level of theory: ωB97M-V with the def2-TZVPD basis set

Calculated values
**HOMO energy (alpha / beta)**: -0.11754 / -0.32478 Eh
**Lowest unoccupied orbital energy (alpha / beta)**: 0.99 / 0.55 eV
**Expectation value of S²**: 0.7506
**Frontier orbital gap (alpha / beta)**: 4.188 / 9.383 eV

```
! RIJCOSX wB97M-V def2-TZVPD def2/J DEFGRID3
* xyz 0 2
C -0.365 1.682 1.817
C 0.083 0.777 0.708
C -0.018 -0.551 0.766
N 0.734 -1.469 -0.110
N 0.659 1.447 -0.371
H -0.987 1.076 2.468
H -0.858 2.585 1.448
H 0.492 2.024 2.401
H -0.550 -1.098 1.513
H 1.722 -1.697 0.183
H 0.705 -1.198 -1.100
H 0.181 -2.361 -0.175
H 0.934 2.393 -0.159
H 1.302 0.940 -0.956
H -1.829 -1.385 -1.742
H -1.242 -1.103 -3.077
O -0.984 -1.469 -2.215
*
```

Quick one: least stable of them? 1)

1) Formula: H3O4PSi
Source: OMol25
Level of theory: ωB97M-V with the def2-TZVPD basis set

Calculated values
**HOMO energy**: -0.01490 Eh
**Lowest unoccupied orbital energy**: 7.00 eV
**Frontier orbital gap**: 7.404 eV

```
! RIJCOSX wB97M-V def2-TZVPD def2/J DEFGRID3
* xyz -2 1
O 1.831 -0.988 1.212
O 2.007 1.273 -0.083
O 1.425 -0.932 -1.289
O -1.653 1.758 -0.061
Si -1.449 0.256 0.000
P 1.560 -0.207 -0.026
H -2.321 -0.361 0.970
H -1.498 -0.705 -1.085
H 0.097 -0.093 0.361
*
```

2) Formula: H3O4PSi
Source: OMol25
Level of theory: ωB97M-V with the def2-TZVPD basis set

Calculated values
**HOMO energy**: -0.00988 Eh
**Lowest unoccupied orbital energy**: 6.83 eV
**Frontier orbital gap**: 7.100 eV

```
! RIJCOSX wB97M-V def2-TZVPD def2/J DEFGRID3
* xyz -2 1
O -3.721 0.265 -1.422
O -3.586 0.883 1.160
O -3.057 -1.408 0.207
O 1.090 1.642 -0.423
Si -0.939 0.381 0.232
P -3.233 0.038 -0.053
H 0.520 2.040 -1.124
H -0.724 0.244 1.651
H -0.363 -1.005 0.068
*
```

Quick one: least stable of them? 2)

1) Formula: C3H5N5
Source: OMol25
Level of theory: ωB97M-V with the def2-TZVPD basis set

Calculated values
**HOMO energy**: -0.35025 Eh
**Lowest unoccupied orbital energy**: -1.09 eV
**Structure (SMILES)**: [H]/N=C1N=C/C(=N\[H])N/1N
**Frontier orbital gap**: 8.444 eV

```
! RIJCOSX wB97M-V def2-TZVPD def2/J DEFGRID3
* xyz 0 1
H 2.340 1.401 -0.053
N 2.447 0.298 -0.209
C 1.222 -0.237 -0.025
N 0.736 -1.641 -0.060
C -0.490 -1.588 0.055
C -1.092 -0.270 0.116
N -2.305 0.261 -0.299
H -3.177 -0.306 -0.355
N 0.016 0.598 0.352
N -0.063 1.888 0.072
H -1.165 -2.377 0.676
H -0.940 2.278 0.716
H -0.721 1.743 -0.863
*
```

2) Formula: C3H5N5
Source: OMol25
Level of theory: ωB97M-V with the def2-TZVPD basis set

Calculated values
**HOMO energy**: -0.35229 Eh
**Lowest unoccupied orbital energy**: 0.82 eV
**Frontier orbital gap**: 10.411 eV

```
! RIJCOSX wB97M-V def2-TZVPD def2/J DEFGRID3
* xyz 0 1
C -1.755 -0.040 -0.165
C 1.004 0.503 0.863
C 2.059 -0.097 -0.723
H -2.113 1.965 -0.514
H -2.831 -0.471 -0.370
H -1.161 -1.938 0.489
H 0.703 1.088 1.733
H 2.751 -0.195 -1.505
N -1.358 1.182 -0.515
N -0.980 -1.020 0.496
N 0.419 -0.667 0.521
N 2.201 0.727 0.362
N 1.061 -1.036 -0.673
*
```

3) Formula: C3H5N5
Source: OMol25
Level of theory: ωB97M-V with the def2-TZVPD basis set

Calculated values
**HOMO energy**: -0.32925 Eh
**Lowest unoccupied orbital energy**: -0.34 eV
**Structure (SMILES)**: [H]/N=C1C=N/C(=N/N)N\1
**Frontier orbital gap**: 8.619 eV

```
! RIJCOSX wB97M-V def2-TZVPD def2/J DEFGRID3
* xyz 0 1
H -1.035 -2.573 -1.896
N -0.682 -1.623 -2.031
C -0.248 -1.200 -0.878
C -0.264 -1.834 0.498
N 0.177 -1.057 1.411
C 0.335 0.283 0.720
N 0.542 1.268 1.447
N 0.253 2.648 0.776
N 0.201 0.116 -0.608
H -1.051 -2.871 0.783
H 0.944 3.140 1.540
H 0.440 2.740 -0.436
H 0.390 0.965 -1.328
*
```

4) Formula: C3H5N5
Source: OMol25
Level of theory: ωB97M-V with the def2-TZVPD basis set

Calculated values
**HOMO energy**: -0.34241 Eh
**Lowest unoccupied orbital energy**: 0.65 eV
**Frontier orbital gap**: 9.968 eV

```
! RIJCOSX wB97M-V def2-TZVPD def2/J DEFGRID3
* xyz 0 1
C 0.325 0.706 -0.127
C 1.989 -0.468 0.109
C -2.327 -0.441 0.234
H -1.407 1.732 -0.655
H -0.128 2.714 -0.205
H 3.059 -0.590 0.198
H -3.318 -0.807 -0.077
H -1.989 0.397 1.130
N -0.670 1.761 0.056
N 1.635 0.820 -0.003
N 0.999 -1.413 0.001
N -0.062 -0.504 0.018
N -1.350 -0.982 -0.313
*
```

Quick one: least stable of them? 1)

1) Formula: C3H5N5
Source: OMol25
Level of theory: ωB97M-V with the def2-TZVPD basis set

Calculated values
**HOMO energy**: -0.31592 Eh
**Lowest unoccupied orbital energy**: -0.21 eV
**Frontier orbital gap**: 8.386 eV

```
! RIJCOSX wB97M-V def2-TZVPD def2/J DEFGRID3
* xyz 0 1
C 1.568 -0.049 -0.548
C -0.356 1.395 0.246
C -0.641 -0.808 -0.056
H 2.215 1.538 0.285
H 1.546 -1.097 -1.279
H 0.200 2.313 0.138
H -2.620 -0.580 1.460
H -1.075 -2.672 -0.334
N 2.651 0.706 -0.446
N 0.259 0.222 0.033
N -1.621 1.163 0.494
N -1.818 -0.160 0.398
N -0.307 -1.971 -0.390
*
```

2) Formula: C3H5N5
Source: OMol25
Level of theory: ωB97M-V with the def2-TZVPD basis set

Calculated values
**HOMO energy**: -0.36496 Eh
**Lowest unoccupied orbital energy**: 0.63 eV
**Structure (SMILES)**: [H]/N=C\n1cnnc1N
**Frontier orbital gap**: 10.561 eV

```
! RIJCOSX wB97M-V def2-TZVPD def2/J DEFGRID3
* xyz 0 1
H -2.446 -1.005 -0.533
N -2.471 -0.076 -0.210
C -1.421 0.473 0.159
N -0.187 -0.197 0.025
C -0.079 -1.539 0.030
N 1.108 -1.936 0.009
N 1.889 -0.769 -0.091
C 1.115 0.248 -0.003
N 1.294 1.600 -0.142
H -1.363 1.468 0.556
H -0.861 -2.225 0.133
H 1.349 2.055 0.788
H 2.074 1.903 -0.723
*
```

Quick one: least stable of them? 1)